A 2-piece molecular cluster, C8H13N3 overall at a distorted geometry. Source: the Open Molecules 2025 dataset; level of theory: wB97M-V/def2-TZVPD.

Positions of all 24 atoms, in Å:
1 C 2.8739 0.2552 0.3787
2 C -0.7796 1.0073 1.2120
3 C -0.3893 1.7515 -0.0917
4 C -2.1645 0.3302 -0.6436
5 C -1.3784 -0.2162 0.6163
6 C -0.7984 0.7147 -1.1775
7 C 0.1880 -2.2374 0.5409
8 C 2.9928 -0.1679 -0.8814
9 N 2.8432 0.6389 1.4915
10 N -0.4271 -1.0718 -0.0544
11 N 0.0456 -0.5169 -1.1759
12 H 0.1107 0.7380 1.7885
13 H -1.6482 1.5203 1.6153
14 H -0.8876 2.6771 -0.3068
15 H 0.7384 1.9563 -0.0983
16 H -2.6403 -0.5123 -1.2282
17 H -2.8136 1.1624 -0.5005
18 H -1.9864 -0.7865 1.3711
19 H -0.7758 1.1781 -2.0922
20 H -0.1788 -3.0577 -0.1133
21 H 1.2473 -2.1493 0.5188
22 H -0.2330 -2.2589 1.6055
23 H 2.2538 0.0251 -1.5784
24 H 3.8072 -0.9800 -1.1965

Properties
Charge ... 0
Calculated total energy ... -476.71640 Ha
Kohn-Sham gap (spin up / spin down) ... 10.10 / 5.59 eV
Relative energy (zero: lowest compared OMol25 entry of this formula, charge and spin) ... 489.0 kJ/mol

=====

A 12-piece molecular cluster, C23H60BO19 overall at a distorted geometry. Source: the Open Molecules 2025 dataset; level of theory: wB97M-V/def2-TZVPD.

Positions of all 103 atoms, in Å:
1 O 0.6145 -3.2908 -2.7533
2 C 0.0909 -2.5588 -1.9227
3 O 0.5522 -1.3449 -1.7300
4 B -0.1952 -0.7683 -0.5699
5 O -1.2061 -1.7940 -0.2329
6 C -0.9925 -2.8729 -0.8553
7 O -1.5463 -3.9567 -0.6466
8 O -0.8751 0.5031 -0.8968
9 C -0.3182 1.5369 -0.2518
10 O -0.4216 2.7371 -0.5219
11 C 0.5678 0.8407 0.8332
12 O 0.6598 -0.4922 0.5917
13 O 1.0740 1.3943 1.7990
14 C 0.6367 1.0740 5.4975
15 O 1.9257 1.6749 5.3793
16 H 0.2130 1.2878 6.4788
17 H 0.0111 1.5371 4.7344
18 H 0.7520 0.0079 5.3023
19 H 2.2677 1.7374 4.4844
20 C -1.6627 5.8068 0.1295
21 O -1.9016 6.1055 -1.2193
22 H -0.9677 6.4879 0.6206
23 H -2.6472 5.6847 0.5812
24 H -1.0860 4.8908 0.2576
25 H -2.8443 6.0022 -1.3684
26 C -0.0083 -2.9815 -5.9536
27 O -0.3029 -2.8889 -7.3406
28 H 0.1803 -3.9789 -5.5564
29 H 0.8430 -2.3848 -5.6260
30 H -0.9367 -2.7633 -5.4259
31 H 0.3153 -3.3904 -7.8772
32 C 1.6685 5.4539 -0.2562
33 O 0.9794 5.1794 -1.4418
34 H 2.3354 4.6331 0.0078
35 H 2.4212 6.2316 -0.3857
36 H 1.1266 5.7607 0.6384
37 H 1.3144 4.3218 -1.7137
38 C -0.3203 0.8792 -4.0698
39 O 0.2690 1.9824 -4.6334
40 H -0.8390 0.2930 -4.8283
41 H 0.3505 0.3644 -3.3820
42 H -1.1675 1.1789 -3.4531
43 H 0.8496 1.5775 -5.2819
44 C -2.2082 3.8677 -3.5009
45 O -0.9278 4.5657 -3.5270
46 H -3.0799 4.5009 -3.6667
47 H -2.2324 3.1876 -4.3523
48 H -2.2236 3.2434 -2.6075
49 H -0.4202 3.9509 -4.0618
50 C 2.1816 -4.6288 0.8072
51 O 3.5842 -4.5741 0.5262
52 H 2.0361 -3.9037 1.6079
53 H 1.5070 -4.3788 -0.0117
54 H 1.8872 -5.6121 1.1741
55 H 3.7555 -3.6315 0.5874
56 C 5.7339 -2.6472 -1.7474
57 C 5.1320 -1.3409 -1.1018
58 C 4.1957 -0.6370 -2.0771
59 O 4.3754 -1.7808 -0.0441
60 H 6.3617 -2.3971 -2.6026
61 H 4.9228 -3.3424 -1.9642
62 H 6.3175 -3.2949 -1.0931
63 H 5.8453 -0.5324 -0.9416
64 H 3.2488 -1.1691 -2.1686
65 H 4.5212 -0.5533 -3.1140
66 H 4.0230 0.3915 -1.7602
67 H 4.0833 -1.0400 0.4921
68 C -1.7769 -7.0419 1.5068
69 C -1.3667 -7.4721 0.0551
70 C -1.5987 -9.0417 -0.0407
71 O -2.1360 -6.8286 -0.9059
72 H -1.8036 -5.9524 1.5239
73 H -0.9682 -7.4828 2.0897
74 H -2.7176 -7.4184 1.9086
75 H -0.2863 -7.4287 -0.0824
76 H -2.6535 -9.2523 0.1361
77 H -1.0313 -9.5525 0.7371
78 H -1.1315 -9.3959 -0.9596
79 H -2.0321 -5.8801 -0.8008
80 C -2.6940 1.4084 2.7871
81 C -3.9164 0.6073 2.5237
82 C -4.1003 0.0647 1.0755
83 O -3.8020 -0.4911 3.4114
84 H -1.8011 0.7993 2.6460
85 H -2.6827 1.8293 3.7925
86 H -2.7380 2.2653 2.1148
87 H -4.7327 1.2527 2.8480
88 H -3.2450 -0.4848 0.6823
89 H -4.4321 0.7695 0.3132
90 H -4.8656 -0.7096 1.1293
91 H -4.5385 -1.0400 3.1323
92 C -1.3100 4.4832 4.3640
93 C 0.1535 5.0051 4.1334
94 C 0.9981 4.0411 3.1551
95 O 0.1073 6.2759 3.3830
96 H -1.2870 3.6528 5.0697
97 H -1.9261 4.3401 3.4763
98 H -1.8961 5.3021 4.7812
99 H 0.7067 5.1832 5.0556
100 H 2.0203 4.4015 3.0399
101 H 0.4709 3.8178 2.2276
102 H 0.9566 3.1259 3.7456
103 H -0.3429 6.9053 3.9511

Properties
Multiplicity ... 2
Charge ... -2
Calculated total energy ... -2366.78091 Ha
Kohn-Sham gap (spin up / spin down) ... 2.53 / 6.56 eV
Relative energy (zero: lowest compared OMol25 entry of this formula, charge and spin) ... 201.4 kJ/mol

=====

One molecule with the formula C5H12N2 at a distorted geometry. Source: the Open Molecules 2025 dataset; level of theory: wB97M-V/def2-TZVPD.

Positions of all 19 atoms, in Å:
1 C 1.9930 1.1667 0.5875
2 C 1.4572 -0.0642 -0.0655
3 C 0.2295 -0.2462 -0.5971
4 C -0.0916 -1.4846 -1.3915
5 C -0.8991 0.5151 -0.0477
6 N -0.6136 0.2000 1.6862
7 N -2.1590 0.2473 -0.6174
8 H 2.4813 0.9090 1.5264
9 H 1.2186 1.8914 0.8088
10 H 2.7375 1.6319 -0.0646
11 H 2.2084 -0.8168 -0.2827
12 H -0.6822 -2.2029 -0.8146
13 H -0.6758 -1.2223 -2.2748
14 H 0.8224 -1.9956 -1.6845
15 H -0.7245 1.5905 -0.0267
16 H -0.7016 -0.8132 1.7446
17 H -1.2650 0.5722 2.3812
18 H -2.4383 -0.7245 -0.5920
19 H -2.8971 0.8461 -0.2754

Properties
Charge ... 0
Calculated total energy ... -307.16010 Ha
Kohn-Sham gap ... 9.54 eV
Relative energy (zero: lowest compared OMol25 entry of this formula, charge and spin) ... 181.8 kJ/mol